{"formula": "C3H7BNO2S", "method": "wB97M-V/def2-TZVPD", "energy_ha": -746.5268, "max_force_ev_per_a": 3.1, "homo_lumo_gap_ev": [7.1, 7.1], "e_homo_ev": [-12.9, -12.9], "e_above_lowest_kj_mol": 302.04, "charge": 1, "e_lumo_ev": [-5.810, -5.810], "symbols": ["B", "C", "C", "C", "N", "O", "O", "S", "H", "H", "H", "H", "H", "H", "H"], "positions_angstrom": [[0.875, -1.323, 0.715], [-0.966, 1.522, -0.581], [-0.770, 1.179, -1.855], [0.862, 0.167, 0.347], [-0.397, 0.876, 0.545], [-0.480, -1.576, 0.885], [2.046, -1.968, 0.703], [0.497, 0.063, -2.194], [-1.693, 2.228, -0.154], [-1.571, 1.493, -2.550], [1.686, 0.809, 0.488], [-0.254, 1.748, 1.203], [-1.122, 0.176, 0.958], [-0.776, -2.476, 0.721], [2.064, -2.917, 0.770]]}